<1>
2 unconnected molecules or ions with the total composition H4N2O3S. Source: the Open Molecules 2025 dataset; level of theory: the ωB97M-V functional and the def2-TZVPD basis.

Values from the calculation:
Orbital gap (spin up / spin down) ... 8.551 / 8.423 eV
HOMO (spin up / spin down) ... -9.446 / -8.702 eV
Lowest unoccupied orbital energy (spin up / spin down) ... -0.89 / -0.28 eV

Last column: natural (NBO) charge in e.
Element x y z (Å)
1 N 0.5659 0.0420 2.0382  -0.354
2 N -0.6966 -0.7010 -1.6185  -1.082
3 O 0.7940 1.3520 -1.8418  -0.868
4 O -0.9836 1.2231 -0.0054  -0.905
5 O 1.1538 -0.4507 0.9830  -0.397
6 S 0.0392 0.6309 -0.8626  2.057
7 H 1.0486 0.8495 2.3705  0.360
8 H -0.4776 -0.0950 2.1160  0.371
9 H -1.1733 -1.4086 -0.9589  0.401
10 H -0.2704 -1.4422 -2.2206  0.417

***

<2>
2 unconnected molecules or ions with the total composition H4N2O3S. Source: the Open Molecules 2025 dataset; level of theory: the ωB97M-V functional and the def2-TZVPD basis.

Values from the calculation:
Orbital gap (spin up / spin down) ... 9.014 / 7.815 eV
HOMO (spin up / spin down) ... -9.564 / -8.338 eV
Lowest unoccupied orbital energy (spin up / spin down) ... -0.55 / -0.52 eV

Last column: natural (NBO) charge in e.
Element x y z (Å)
1 N -0.4659 -1.8639 0.0168  -0.510
2 N 1.8171 1.2237 0.1086  -0.319
3 O -2.2645 1.3516 0.5163  -0.823
4 O -1.4364 -0.9569 0.4307  -0.561
5 O 1.1831 0.4550 -0.6680  -0.387
6 S -1.6181 0.4908 -0.4381  1.220
7 H -0.6775 -2.5395 -0.7098  0.340
8 H 0.2280 -1.3046 -0.2957  0.347
9 H 1.4297 2.2614 -0.0583  0.344
10 H 1.8045 0.8823 1.0975  0.349

***

Stability summary - winner: <1>; margin: 0.0614 hartree.

***

<1>
A single C17H15N5OS2 molecule. Source: the Open Molecules 2025 dataset; level of theory: the ωB97M-V functional and the def2-TZVPD basis.

Values from the calculation:
Orbital gap ... 8.485 eV
HOMO ... -8.097 eV
Lowest unoccupied orbital energy ... 0.39 eV
SMILES ... Cn1c(Cc2ccccc2)nnc1SCc1cc(=O)n2ccsc2n1

Last column: natural (NBO) charge in e.
Element x y z (Å)
1 C 1.0622 -2.9170 1.2078  -0.416
2 N 1.4147 -1.5893 0.8007  -0.360
3 C 1.1804 -0.4099 1.4454  0.342
4 C 0.5142 -0.2903 2.7688  -0.486
5 C -0.9739 -0.1153 2.5853  0.079
6 C -1.4645 1.0952 2.1134  -0.236
7 C -2.8228 1.2740 1.9261  -0.205
8 C -3.7044 0.2420 2.2015  -0.221
9 C -3.2217 -0.9669 2.6699  -0.192
10 C -1.8618 -1.1446 2.8618  -0.256
11 N 1.6230 0.5861 0.7255  -0.298
12 N 2.1782 0.0906 -0.3873  -0.296
13 C 2.0501 -1.2060 -0.3496  0.152
14 S 2.6334 -2.3514 -1.5301  0.234
15 C 1.6971 -1.8613 -3.0519  -0.522
16 C 1.2712 -0.4426 -2.9511  0.240
17 C 2.0500 0.5929 -3.3777  -0.364
18 C 1.6768 1.9546 -3.1450  0.645
19 O 2.2452 2.9648 -3.4913  -0.601
20 N 0.4600 2.0515 -2.4061  -0.416
21 C -0.0924 3.2301 -1.9698  -0.006
22 C -1.2481 3.0636 -1.3136  -0.422
23 S -1.7013 1.3850 -1.2111  0.431
24 C -0.2581 0.9495 -2.0691  0.299
25 N 0.0778 -0.2719 -2.3300  -0.545
26 H 1.3687 -3.6097 0.4245  0.240
27 H -0.0168 -2.9854 1.3553  0.216
28 H 1.5742 -3.1807 2.1354  0.208
29 H 0.7252 -1.1767 3.3695  0.222
30 H 0.9260 0.5890 3.2669  0.252
31 H -0.7686 1.8912 1.8922  0.227
32 H -3.1967 2.2204 1.5648  0.209
33 H -4.7647 0.3810 2.0537  0.215
34 H -3.9041 -1.7749 2.8898  0.213
35 H -1.4945 -2.0875 3.2438  0.206
36 H 2.3852 -2.0373 -3.8753  0.237
37 H 0.8333 -2.5217 -3.1109  0.240
38 H 2.9914 0.4211 -3.8720  0.234
39 H 0.4302 4.1445 -2.1832  0.255
40 H -1.8742 3.8133 -0.8769  0.246

***

<2>
A molecular structure, C17H15N5OS2. Source: the Open Molecules 2025 dataset; level of theory: the ωB97M-V functional and the def2-TZVPD basis.

Values from the calculation:
Orbital gap ... 7.526 eV
HOMO ... -7.911 eV
Lowest unoccupied orbital energy ... -0.38 eV

Last column: natural (NBO) charge in e.
Element x y z (Å)
1 C 4.3027 1.0019 0.0081  -0.213
2 H 5.3062 0.5020 0.2824  0.202
3 O 3.4162 0.8429 0.8713  -0.514
4 C 2.0617 1.2077 0.5629  0.266
5 C 1.5378 2.1836 1.0903  -0.175
6 C 0.1991 2.7617 0.9986  -0.210
7 C -0.6308 2.1250 0.1398  0.024
8 C -0.0811 1.1467 -0.7968  -0.200
9 C 1.1361 0.6375 -0.4504  0.108
10 N 1.6530 -0.6201 -0.9736  -0.152
11 C 2.0864 -1.4833 -0.3572  0.028
12 N 2.2312 -2.4868 -1.4136  -0.212
13 N 1.9536 -2.2146 -2.5535  0.035
14 N 1.5205 -0.7658 -2.2268  -0.228
15 S 2.3753 -1.8628 1.2118  0.303
16 C 1.0211 -3.1815 1.6936  -0.548
17 C -0.1443 -2.6964 1.2020  0.089
18 N -0.6572 -2.6213 0.0321  -0.412
19 C -1.6306 -1.6972 -0.2848  0.112
20 C -2.4596 -1.5888 -1.2972  -0.245
21 C -3.5795 -0.8135 -1.5158  -0.234
22 C -4.0704 -0.0576 -0.1130  -0.045
23 C -3.2805 -0.1900 0.9817  -0.260
24 C -2.2269 -1.0795 1.1186  -0.363
25 S -1.1045 -1.3414 2.0244  0.518
26 H -3.5133 0.2256 1.8114  0.197
27 H -4.8112 0.3012 -0.3081  0.131
28 H -4.0460 -0.5043 -2.3749  0.213
29 H -2.1679 -2.1844 -2.1882  0.231
30 H 1.1462 -3.4398 2.6966  0.262
31 H 1.3609 -3.8904 0.8916  0.290
32 H -0.6809 0.5969 -1.5517  0.269
33 C -1.8559 2.8564 -0.3389  -0.641
34 H -2.5191 2.7680 0.5165  0.218
35 H -1.8136 3.7496 -0.7751  0.221
36 H -2.3621 2.3904 -1.0414  0.217
37 H -0.0882 3.7238 1.3005  0.227
38 H 2.1306 2.8556 2.2537  0.195
39 H 4.4141 2.1210 -0.1647  0.143
40 H 3.8710 0.7217 -0.9622  0.152

***

Stability summary - winner: <1>; margin: 0.6472 hartree.